97
Properties=species:S:1:pos:R:3:forces:R:3:mulliken_charge:R:1 method="wB97M-V/def2-TZVPD" smiles="O=C(COO)OCCCSc1nnco1.COC(=O)OC.COC(=O)OC.COC(=O)OC.COC(=O)OC.COC(=O)OC.COC(=O)OC" homo_ev=-10.2484
O 2.9444 -8.9186 2.5486 0.60 0.83 0.83 -0.484
C 2.3568 -9.5677 1.7598 -0.12 -0.42 -0.51 0.029
C 3.1392 -10.2128 0.5882 -0.55 -0.95 -0.55 0.917
O 3.3726 -9.1959 -0.3861 -0.88 -0.17 1.26 -0.048
O 4.1065 -9.7228 -1.4454 1.04 -0.56 -0.77 -0.458
O 0.9963 -9.7209 1.8466 0.90 -0.85 -0.71 -0.288
C 0.6537 -11.1192 2.0157 -1.16 -0.63 0.80 -0.517
C -0.4672 -11.5680 1.0501 0.45 0.97 -0.44 -0.701
C -0.0110 -11.7728 -0.4266 -0.45 0.58 0.77 -0.511
S 0.6032 -13.4501 -0.8079 0.52 -0.19 -0.28 -0.166
C 2.1713 -13.6504 -0.0276 2.09 0.02 1.48 0.548
N 2.4845 -13.8608 1.2198 -2.77 0.04 0.94 -0.083
N 3.7947 -13.9923 1.4137 1.58 0.14 -1.41 -0.573
C 4.3410 -13.8619 0.2070 -1.11 -0.39 2.81 0.082
O 3.3938 -13.6518 -0.6712 -0.20 0.56 -3.38 -0.257
H 4.0752 -10.7056 0.9226 -0.34 0.64 0.09 0.314
H 2.5231 -11.0071 0.1110 0.25 0.35 0.20 -0.704
H 3.7924 -10.6306 -1.6085 -0.34 0.24 0.10 0.336
H 0.2267 -11.1868 3.0386 0.35 0.04 -0.47 0.354
H 1.5386 -11.7814 2.0204 -0.37 0.37 -0.24 0.439
H -1.0082 -12.4384 1.4594 0.44 0.22 -0.30 0.367
H -1.1956 -10.7282 1.0162 0.35 -0.43 0.17 0.400
H -0.9204 -11.6426 -1.0487 0.61 -0.54 0.04 0.345
H 0.6692 -10.9650 -0.7583 -0.21 -0.53 0.21 0.275
H 5.4111 -13.9496 0.0264 -0.57 0.15 -0.55 0.399
C 2.3420 -6.6809 0.2498 0.11 -0.04 -0.16 -0.575
O 2.1566 -5.2618 0.3042 -0.14 0.14 0.03 -0.361
C 0.9968 -4.8814 0.8376 0.19 -0.05 -0.07 0.763
O 0.1351 -5.6092 1.2552 -0.02 0.09 -0.02 -0.557
O 0.9552 -3.5423 0.8284 0.04 0.04 -0.01 -0.381
C -0.2412 -2.9902 1.3753 -0.38 0.10 0.06 -0.755
H 3.3113 -6.8668 -0.1991 -0.01 0.31 0.00 0.293
H 2.3350 -7.1019 1.2496 -0.14 0.12 0.01 0.279
H 1.5756 -7.1451 -0.3708 -0.05 0.04 0.11 0.307
H -0.3516 -3.2722 2.4227 -0.08 -0.12 -0.08 0.354
H -1.1109 -3.3061 0.8001 0.03 -0.13 0.11 0.372
H -0.1638 -1.9077 1.3158 0.14 -0.07 -0.16 0.211
C 2.1515 -0.7745 2.5461 0.18 -0.26 -0.20 -0.408
O 1.4401 0.0184 3.5002 -0.01 0.09 0.03 -0.345
C 2.0552 1.1515 3.8427 -0.17 -0.09 0.09 0.923
O 3.1172 1.5360 3.4245 -0.08 -0.15 0.19 -0.590
O 1.2875 1.7886 4.7296 0.01 -0.06 -0.05 -0.356
C 1.8268 3.0307 5.1846 0.05 0.33 0.13 -0.580
H 1.5582 -1.6615 2.3479 0.02 0.18 0.24 -0.061
H 2.2814 -0.2284 1.6116 0.10 0.04 0.08 0.314
H 3.1164 -1.0850 2.9456 0.02 0.16 -0.05 0.353
H 1.9432 3.7271 4.3539 0.11 -0.09 -0.01 0.242
H 2.7793 2.8743 5.6904 0.03 0.00 -0.14 0.299
H 1.1191 3.4507 5.8956 -0.11 -0.20 -0.06 0.229
C -0.4481 5.1054 -0.5841 -0.32 0.07 -0.23 -0.624
O 0.5505 5.1148 0.4376 0.04 -0.02 0.05 -0.329
C 1.5259 4.2195 0.2591 0.00 0.07 0.14 0.818
O 1.6146 3.4446 -0.6574 -0.02 0.03 0.03 -0.551
O 2.3817 4.3320 1.2770 -0.09 0.06 -0.01 -0.331
C 3.4852 3.4231 1.2209 0.41 -0.09 -0.14 -0.494
H -1.1841 5.8666 -0.3365 0.17 0.03 0.20 0.228
H -0.0123 5.3500 -1.5522 0.02 -0.15 0.02 0.292
H -0.9501 4.1387 -0.6215 0.13 -0.02 -0.09 0.286
H 4.0839 3.5976 0.3263 -0.16 -0.02 -0.07 0.390
H 3.1363 2.3958 1.2544 0.03 0.05 -0.13 0.112
H 4.1042 3.6058 2.0945 -0.21 0.10 0.06 0.205
C -2.5554 6.9996 -6.0140 -0.26 -0.21 -0.09 -0.641
O -1.4755 7.9337 -6.0333 0.06 0.08 0.02 -0.338
C -0.9677 8.2078 -4.8300 0.19 0.08 -0.16 0.906
O -1.3391 7.7464 -3.7842 0.01 0.03 0.01 -0.541
O 0.0298 9.0885 -4.9929 -0.15 -0.11 -0.08 -0.349
C 0.6734 9.4772 -3.7786 0.25 0.10 0.35 -0.637
H -2.8809 6.8588 -7.0421 0.18 0.16 -0.03 0.221
H -2.2269 6.0398 -5.6165 -0.03 0.09 0.12 0.300
H -3.3908 7.3891 -5.4327 0.10 -0.07 0.10 0.286
H 1.1289 8.6150 -3.2927 -0.15 0.00 0.05 0.298
H -0.0320 9.9672 -3.1078 0.01 -0.18 0.08 0.331
H 1.4587 10.1868 -4.0290 -0.10 -0.05 -0.27 0.203
C -3.1051 2.8236 2.4449 0.26 -0.08 0.26 -0.665
O -3.9119 3.4156 1.4259 -0.04 0.03 -0.06 -0.300
C -4.8418 2.6011 0.9213 0.03 0.12 -0.02 0.777
O -5.0362 1.4604 1.2496 0.00 0.05 -0.02 -0.540
O -5.5190 3.2750 -0.0127 0.06 0.02 0.04 -0.305
C -6.5542 2.5211 -0.6427 -0.25 -0.09 -0.19 -0.637
H -2.3891 3.5723 2.7769 -0.13 0.15 -0.19 0.212
H -3.7174 2.5265 3.2958 -0.01 -0.13 -0.10 0.359
H -2.5542 1.9694 2.0520 -0.14 -0.06 0.04 0.297
H -7.3027 2.2112 0.0859 0.11 -0.11 0.01 0.292
H -6.1403 1.6549 -1.1583 -0.02 -0.05 0.15 0.296
H -7.0282 3.1699 -1.3757 0.17 0.15 0.09 0.217
C -2.2211 11.6017 -4.0806 -0.05 -0.14 -0.35 -0.571
O -1.9600 11.9650 -2.7246 0.04 0.01 0.06 -0.242
C -2.8513 12.8116 -2.2016 0.09 -0.05 0.08 0.741
O -3.8106 13.2657 -2.7670 0.05 -0.02 0.02 -0.534
O -2.4902 13.0651 -0.9410 0.04 -0.05 -0.07 -0.320
C -3.3601 13.9634 -0.2525 -0.14 0.20 0.24 -0.631
H -1.4398 10.9154 -4.3970 0.02 0.13 0.20 0.096
H -3.1812 11.0929 -4.1645 -0.04 0.16 0.00 0.294
H -2.1938 12.4787 -4.7267 -0.15 0.00 0.06 0.331
H -4.3655 13.5490 -0.1844 0.01 0.07 -0.14 0.290
H -3.3789 14.9348 -0.7457 -0.10 -0.09 -0.08 0.292
H -2.9658 14.0900 0.7531 0.16 -0.15 -0.09 0.221


79
Properties=species:S:1:pos:R:3:forces:R:3:mulliken_spin:R:1 method="wB97M-V/def2-TZVPD" multiplicity=3 relative_energy_kcal_mol=20.3 total_charge=+2 homo_ev="-12.6215 / -12.6265"
Pr -1.2167 0.6387 0.7246 1.46 -1.63 -1.77 2.054
P 1.5179 -0.0257 -2.6721 0.95 0.03 1.13 0.001
P -1.9754 -2.2580 0.7859 -0.48 0.41 0.33 -0.003
N -2.0773 -0.0671 -1.1649 -0.02 0.38 0.39 -0.033
C -0.2154 -0.5815 -2.8258 -0.29 -0.33 -0.32 -0.002
H -0.4073 -0.8034 -3.8894 0.31 0.01 0.36 0.000
H -0.2966 -1.5351 -2.2778 0.15 0.27 -0.16 0.000
C -1.3316 0.3813 -2.3432 -0.27 0.68 0.09 0.005
H -0.9190 1.3798 -2.0878 -0.11 -0.57 -0.42 -0.002
H -2.0102 0.5474 -3.2031 0.15 0.06 0.48 -0.002
C -3.2097 -0.9657 -1.4409 0.23 0.04 -0.33 0.001
H -3.0224 -1.5395 -2.3671 0.06 0.15 0.31 -0.001
H -4.1269 -0.3794 -1.6305 0.30 -0.18 -0.03 -0.002
C -3.4761 -1.9380 -0.2779 -0.07 0.03 0.08 -0.001
H -3.8085 -2.9034 -0.6867 -0.06 0.32 0.22 0.000
H -4.2898 -1.5544 0.3576 0.20 -0.18 -0.13 0.000
C -2.7241 -2.0533 2.4931 -0.16 -0.62 -0.43 -0.006
C -2.9038 -0.5578 2.8239 -0.11 -0.25 0.17 0.013
H -3.4300 0.0178 2.0349 0.00 -0.18 0.16 -0.001
H -1.9373 -0.0712 3.0903 -0.25 -0.23 0.05 -0.002
H -3.5274 -0.4651 3.7211 0.15 0.17 -0.17 0.000
C -1.7039 -4.0500 0.5281 0.34 -0.25 -0.05 -0.001
C -0.3403 -4.4845 1.0851 0.06 -0.14 -0.05 -0.001
H -0.1408 -5.5192 0.7805 -0.02 0.19 0.13 0.000
H -0.3069 -4.4410 2.1809 0.00 -0.05 -0.30 0.000
H 0.4667 -3.8565 0.6894 -0.12 -0.09 0.10 0.000
C 2.5685 -0.9424 -3.8316 -0.06 -0.58 -0.24 0.000
C 4.0380 -0.5089 -3.8026 0.37 -0.09 -0.14 0.000
H 4.6324 -1.3071 -4.2690 -0.14 0.24 0.09 0.000
H 4.4334 -0.3598 -2.7910 -0.08 0.06 -0.26 0.000
H 4.2043 0.4022 -4.3938 -0.07 -0.26 0.22 0.000
C 1.5970 1.7883 -2.9415 -0.38 0.04 0.22 -0.001
C 2.9475 2.4072 -2.5717 0.19 0.15 0.09 0.000
H 2.8585 3.5007 -2.6493 0.01 -0.29 -0.02 0.000
H 3.7512 2.0920 -3.2491 -0.25 0.14 0.24 0.000
H 3.2422 2.1751 -1.5410 -0.05 -0.04 -0.25 0.000
C 2.1048 -0.3661 -0.9997 2.49 -1.86 -1.75 -0.001
C -2.8578 -4.9258 1.0225 -0.06 -0.14 -0.03 -0.001
H -3.7959 -4.7046 0.5009 0.15 -0.06 0.14 0.000
H -2.6112 -5.9763 0.8214 -0.10 0.21 0.08 0.000
H -3.0307 -4.8224 2.1007 0.05 -0.09 -0.30 0.000
C 2.0441 -0.9937 -5.2772 -0.04 0.03 -0.07 0.000
H 2.7319 -1.6156 -5.8640 -0.18 0.14 0.11 0.000
H 1.0500 -1.4507 -5.3434 0.22 0.11 -0.04 0.000
H 2.0118 -0.0016 -5.7437 0.01 -0.32 0.11 0.000
C 1.1613 2.1917 -4.3534 -0.14 0.27 -0.20 0.000
H 1.0143 3.2817 -4.3751 0.04 -0.31 -0.03 0.000
H 1.9296 1.9561 -5.1032 -0.23 0.07 0.26 0.000
H 0.2113 1.7329 -4.6628 0.24 0.05 0.05 0.000
C -1.9092 -2.7604 3.5846 -0.05 0.24 0.30 -0.001
H -0.8440 -2.4902 3.5409 -0.20 -0.03 -0.01 0.000
H -2.2864 -2.4510 4.5689 0.11 -0.10 -0.15 0.000
H -1.9858 -3.8533 3.5429 0.02 0.39 -0.08 0.000
H -3.7138 -2.5291 2.4097 0.11 0.28 0.33 0.000
H 0.8579 2.1921 -2.2192 0.36 -0.24 -0.32 -0.002
H -1.6581 -4.1361 -0.5722 0.01 0.06 0.25 0.000
H 2.5153 -1.9736 -3.4404 -0.01 0.24 -0.01 0.000
O 1.3647 -0.0559 0.0455 -1.76 1.61 1.87 -0.003
H 2.7528 -1.3288 -0.8789 -3.46 -3.06 -0.43 0.000
H 3.3117 -0.6181 -0.9832 0.24 4.58 0.08 0.000
C -0.9280 5.1290 2.4789 -0.19 0.41 -0.03 0.000
N 0.0294 4.0418 2.4272 0.08 -0.38 -0.53 0.000
C 0.1849 3.1887 1.3854 1.07 0.20 1.46 -0.004
Se -0.7128 3.3118 -0.2572 0.21 0.20 0.48 -0.007
N 1.0612 2.2087 1.8330 -0.37 0.51 -0.59 0.000
C 1.4614 2.4824 3.1535 -0.60 -0.58 -0.17 0.001
C 2.0819 1.6583 4.0835 0.28 0.20 0.58 0.000
C 2.0434 2.0814 5.4227 0.08 -0.13 -0.58 0.000
C 1.3780 3.2646 5.7996 -0.16 0.42 -0.48 0.000
C 0.7344 4.0668 4.8450 0.37 -0.15 0.41 0.000
C 0.8029 3.6377 3.5248 -0.70 -0.03 0.07 0.000
H -0.5204 5.9066 3.1294 -0.12 -0.04 -0.25 0.000
H -1.8922 4.7957 2.8862 0.27 -0.01 -0.09 0.000
H -1.0807 5.5149 1.4678 0.04 0.03 0.28 0.000
H 1.4953 1.4957 1.2235 -0.01 -0.03 -0.35 0.000
H 2.5581 0.7354 3.7539 -0.05 0.18 0.30 0.000
H 2.5278 1.4840 6.1964 -0.15 0.14 -0.29 0.000
H 1.3591 3.5543 6.8518 -0.01 -0.08 -0.37 0.000
H 0.1875 4.9785 5.0854 0.19 -0.33 0.22 0.000


74
Properties=species:S:1:pos:R:3:forces:R:3:mulliken_spin:R:1 method="wB97M-V/def2-TZVPD" multiplicity=5 relative_energy_kcal_mol=7.4 total_charge=+1 homo_ev="-9.4798 / -9.4798"
Pm 0.9238 -0.4323 0.4161 -0.09 -0.09 -1.55 4.076
C 0.2172 1.4482 2.1337 0.41 -0.38 0.24 -0.013
C -0.9579 0.6961 1.8841 0.07 -0.51 0.36 0.010
C 0.6196 -0.7362 2.8030 -0.93 1.29 -0.93 -0.013
C 1.1925 0.5907 2.7042 -0.78 -0.20 -0.39 -0.014
C -0.7408 -0.6529 2.3019 1.02 0.52 0.01 0.004
C 0.3981 2.8986 1.8243 -0.05 0.44 0.10 -0.002
H -0.5805 3.3819 1.8004 0.19 0.14 0.07 -0.001
H 0.8697 3.0804 0.8443 -0.05 -0.08 0.39 0.000
H 0.9960 3.3952 2.6045 -0.19 -0.12 -0.36 0.000
C 2.6013 1.0039 2.9632 0.30 0.07 0.50 0.000
H 2.7036 2.0880 2.8489 -0.02 -0.24 0.03 0.000
H 3.3402 0.5646 2.2770 -0.10 -0.12 0.15 -0.001
H 2.8785 0.7531 3.9961 0.13 -0.01 -0.29 0.000
C 1.4639 -1.9587 2.7480 -0.10 -0.56 1.04 -0.010
H 1.9272 -2.0766 3.7368 0.20 -0.36 -0.37 -0.002
H 2.3255 -1.9301 2.0357 -0.17 0.17 0.04 0.001
H 0.8715 -2.8573 2.5269 0.22 0.15 0.16 -0.002
C -1.6847 -1.7810 2.0226 -0.32 -0.07 0.24 -0.002
H -2.2134 -2.0693 2.9405 0.10 -0.12 -0.22 0.001
H -1.2112 -2.6888 1.6137 0.00 0.20 0.17 -0.003
H -2.4472 -1.4611 1.3043 0.10 -0.09 0.16 0.000
C -2.2425 1.2944 1.4126 -0.48 -0.07 0.21 0.004
H -2.9559 1.3389 2.2595 0.23 0.03 -0.49 -0.001
H -2.7089 0.7293 0.5950 0.05 0.14 0.31 -0.002
H -2.0687 2.3122 1.0582 -0.19 -0.15 0.03 -0.001
C 0.0269 1.1723 -3.2533 0.23 0.07 0.69 -0.002
C -0.7127 1.8895 -2.3984 0.55 -0.17 0.11 0.005
C -2.1950 1.8301 -2.2050 -0.24 -0.13 0.36 -0.001
C -2.9090 0.4764 -2.4356 -0.66 0.40 -0.07 0.000
C -2.3737 -0.7052 -1.6867 0.34 -0.11 0.73 -0.003
C -1.3328 -1.4822 -2.0004 0.40 -0.19 0.61 0.007
C -0.4211 -1.3665 -3.1795 0.41 -0.05 -0.57 0.000
C -0.4084 -0.0552 -4.0017 0.18 -0.14 -0.71 0.001
H -2.6485 2.5670 -2.8849 0.02 -0.12 0.20 0.000
H -3.0272 0.2821 -3.5066 0.15 -0.09 0.29 0.000
H -2.4219 2.1766 -1.1830 0.02 -0.08 -0.41 0.000
H -1.3720 0.0673 -4.5175 0.52 0.11 0.17 0.000
H 1.0862 1.4518 -3.4000 -0.57 -0.23 0.35 0.000
H -0.1995 2.6163 -1.7544 -0.16 0.10 -0.59 0.000
H 0.3667 -0.2004 -4.7737 -0.54 -0.10 0.02 0.000
H 0.6220 -1.5762 -2.8822 -0.16 0.05 0.16 -0.001
H -1.1182 -2.3561 -1.3399 -0.27 0.54 -0.43 -0.001
H -0.6375 -2.2067 -3.8689 0.00 0.25 0.29 0.001
H -3.9290 0.6174 -2.0618 0.02 0.05 -0.19 0.000
H -2.8980 -0.9390 -0.7473 0.14 -0.05 -0.55 -0.001
P -1.0744 -3.5591 -5.8935 -0.20 0.39 -0.57 0.000
P -1.5313 -6.4461 -5.2575 -0.13 -1.19 -0.40 0.000
C -1.5517 -4.6111 -7.3603 0.06 0.02 0.05 0.000
C -1.3301 -6.0934 -7.0747 0.11 -0.07 0.19 0.000
H -0.9349 -4.3044 -8.2157 -0.38 0.07 0.07 0.000
H -2.6072 -4.3989 -7.5939 0.34 -0.15 0.06 0.000
H -2.0689 -6.6923 -7.6246 0.38 -0.05 0.02 0.000
H -0.3206 -6.4171 -7.3696 -0.25 0.13 0.02 0.000
C -1.0464 -8.2284 -5.3695 -0.18 0.19 0.04 0.000
H -1.2753 -8.7044 -4.4064 0.15 -0.08 -0.34 0.000
H 0.0317 -8.2820 -5.5718 -0.29 -0.17 0.09 0.000
H -1.6187 -8.6962 -6.1862 0.31 -0.12 0.31 0.000
C -3.3556 -6.7221 -5.3695 0.02 0.05 0.24 0.000
H -3.5563 -7.3463 -6.2525 -0.14 0.17 0.30 0.000
H -3.8826 -5.7638 -5.4581 -0.01 -0.24 0.04 0.000
H -3.6909 -7.2402 -4.4630 -0.10 0.16 -0.20 0.000
C 0.4458 -2.8665 -6.6744 -0.15 0.19 0.15 0.000
H 0.8512 -2.0406 -6.0863 0.09 -0.05 -0.08 0.000
H 0.1969 -2.5239 -7.6816 0.22 0.10 0.04 0.000
H 1.1931 -3.6639 -6.7301 -0.04 0.14 -0.02 0.000
C -2.3170 -2.2355 -6.2171 0.30 0.11 -0.08 0.000
H -3.3128 -2.6627 -6.0705 0.09 0.08 -0.02 0.000
H -2.2111 -1.8892 -7.2478 -0.20 0.18 0.05 0.000
H -2.1880 -1.4026 -5.5244 -0.11 -0.04 -0.16 0.000
C 2.4199 1.1622 -0.4976 -0.12 0.13 0.32 -0.043
H 3.3299 0.6926 -0.9093 -0.20 0.20 -0.06 0.001
H 1.8134 1.5926 -1.3214 0.53 -0.04 0.31 0.007
H 2.7287 1.9644 0.1943 -0.02 -0.19 -0.41 0.003